No. 1
ORCA calculation (the ωB97M-V functional and the def2-TZVPD basis) on a cluster of 10 separate species, C21H65N5O11 in total in a non-equilibrium geometry.

Output
**Relative energy (zero: lowest compared OMol25 entry of this formula, charge and spin)**: 304.4 kJ/mol
**Calculated total energy**: -52788.5433 eV
**LUMO level**: 0.071 eV

CARTESIAN COORDINATES (ANGSTROEM)
N  45.31500  42.81600  49.87700
H  45.52900  43.31000  49.08500
H  45.34700  43.56300  50.68300
H  45.95000  41.82100  49.93500
H  44.32400  42.55400  49.86300
C  47.36500  43.53300  47.08900
O  47.00700  44.83500  47.05900
O  48.59800  43.34700  47.63600
O  46.70300  42.58700  46.76800
H  48.87800  44.13200  47.87300
C  48.23300  42.37300  41.88100
C  48.37700  42.29200  43.41700
C  49.46700  43.08000  44.09800
O  50.81100  42.59200  43.60900
C  51.86500  43.36800  44.26800
N  47.04600  42.43000  43.79900
H  49.31800  42.69600  41.46900
H  47.85300  43.26500  41.56400
H  47.91600  41.68200  41.31900
H  48.54600  41.13100  43.58000
H  49.39000  42.87700  45.12800
H  49.37300  44.20600  44.03200
H  51.65300  44.41800  44.09900
H  52.60200  42.98400  43.60700
H  51.77900  43.09100  45.34200
H  46.76800  43.49800  43.48800
H  46.79700  42.32900  44.75400
C  50.18500  40.45300  50.33900
C  49.10000  39.80100  49.43500
C  48.47100  38.60000  50.05000
O  49.24400  37.38300  49.93300
C  48.75700  36.19700  50.51800
N  48.02800  40.82000  49.32400
H  51.25900  40.03700  50.38800
H  49.96200  40.33200  51.39400
H  50.53000  41.42200  50.11100
H  49.44500  39.56600  48.37700
H  47.60900  38.47500  49.48600
H  48.25400  38.71700  51.12800
H  47.57500  36.18400  50.58000
H  49.22300  35.97300  51.52100
H  49.21000  35.48500  49.80400
H  47.24400  40.27800  48.72800
H  48.34200  41.49100  48.92000
C  45.63500  37.59300  47.14700
C  46.42000  38.76400  46.64500
C  46.39900  39.16700  45.08700
O  46.96800  37.99000  44.52100
C  47.24000  38.35300  43.14200
N  45.93200  39.95100  47.41300
H  45.59400  37.51100  48.28500
H  45.99400  36.72700  46.51200
H  44.74800  37.58400  46.80800
H  47.35400  38.64000  47.10000
H  46.94800  40.17900  44.82100
H  45.45500  39.19800  44.58600
H  46.28600  39.00500  42.65400
H  47.51000  37.55700  42.58800
H  48.04600  38.99000  43.25500
H  44.89000  40.17500  47.02100
H  46.58100  40.86800  47.22200
C  48.24300  43.97800  51.51100
C  47.65300  45.23000  52.23800
C  48.24300  46.49000  51.77600
O  49.58900  46.38000  52.18000
C  50.48200  47.39300  51.54000
N  46.23400  45.33800  52.00700
H  47.68500  43.05600  51.53600
H  49.26300  43.92600  51.72000
H  48.11700  43.99400  50.40000
H  47.64000  45.16800  53.18600
H  47.81100  47.29600  52.40600
H  48.27500  46.50500  50.66600
H  50.30800  48.26600  51.87000
H  50.36100  47.39800  50.43700
H  51.53400  46.99400  51.68200
H  45.82700  45.72400  50.97600
H  45.86900  46.00200  52.70700
C  47.56200  46.09000  43.62900
O  46.47800  45.32500  44.22400
H  47.94400  45.59400  42.80900
H  48.42900  46.43600  44.32900
H  47.35500  47.07600  43.27100
H  46.48500  45.33000  45.38400
C  45.29100  47.25700  49.06100
O  45.97500  45.96800  49.35200
H  44.29400  47.20600  49.08700
H  45.62100  47.54600  48.12400
H  45.72100  48.00900  49.90000
H  46.19500  45.53700  48.34800
C  49.85600  46.46700  47.60500
O  48.63300  46.90400  47.16400
H  49.70800  45.84800  48.53800
H  50.52500  47.20500  47.96400
H  50.26900  45.76300  46.83700
H  47.88100  46.37200  47.10700
C  43.43800  44.04200  46.48100
O  43.93900  43.00600  47.21000
H  44.43900  44.58900  46.24300
H  42.66200  44.68100  47.12300
H  42.92600  43.72200  45.75400
H  44.75700  42.84300  46.77400

These are the Mulliken partial charges, in e, on atoms 1 to 99: N -0.14; H -0.14; H 0.25; H 0.37; H 0.46; C -0.27; O 0.44; O -0.56; O 0.52; H 0.03; C -1.63; C 1.06; C -0.28; O -0.44; C -0.62; N -0.37; H 0.25; H 0.46; H 0.55; H -0.32; H 0.20; H 0.01; H 0.24; H 0.36; H 0.17; H 0.38; H -0.16; C -1.37; C 0.40; C -0.29; O -0.35; C -0.67; N -0.34; H 0.32; H 0.32; H 0.38; H 0.28; H 0.00; H 0.32; H 0.26; H 0.24; H 0.25; H 0.26; H 0.07; C -1.95; C 0.43; C 0.18; O -0.44; C -0.68; N -0.57; H 0.31; H 0.34; H 0.66; H 0.17; H -0.19; H 0.47; H 0.20; H 0.46; H 0.25; H 0.35; H 0.05; C -1.67; C -0.10; C -0.23; O -0.38; C -0.64; N -0.74; H 0.43; H 0.62; H 0.10; H 1.06; H 0.39; H -0.01; H 0.48; H 0.07; H 0.24; H 0.27; H 0.31; C -0.57; O -0.64; H 0.29; H 0.05; H 0.40; H 0.14; C -0.90; O -0.42; H 0.34; H 0.42; H 0.18; H 0.12; C -0.19; O -0.66; H -0.18; H 0.40; H 0.08; H 0.39; C -0.39; O -0.56; H 0.04

No. 2
ORCA calculation (the ωB97M-V functional and the def2-TZVPD basis) on a structure of composition C28H35F3IrN2OS.

Output
**Relative energy (zero: lowest compared OMol25 entry of this formula, charge and spin)**: 0.0 kJ/mol
**Total charge**: +1
**Calculated total energy**: -56452.1174 eV
**Spin multiplicity**: 5
**LUMO level (spin up / spin down)**: -2.405 / -4.973 eV
**<S²>**: 6.05

CARTESIAN COORDINATES (ANGSTROEM)
Ir  0.52903  -0.94587  0.25246
F  -2.69845  -4.73575  2.06286
C  -1.55293  -5.03946  2.69140
F  -1.86692  -5.72667  3.80030
F  -0.85060  -5.85340  1.89217
C  -0.77304  -3.79699  3.03510
C  -0.52179  -3.47149  4.35667
C  0.17694  -2.31246  4.67060
C  0.60590  -1.51475  3.63355
N  0.37678  -1.83273  2.35450
C  -0.30596  -2.94729  2.02734
S  -0.54025  -3.11330  0.30088
H  -0.87743  -4.12546  5.14259
H  0.38350  -2.03901  5.69683
H  1.15581  -0.59916  3.81179
C  -4.48651  3.77767  0.22095
C  -3.65980  2.57151  0.59532
C  -4.10282  1.67888  1.58321
C  -3.35834  0.55348  1.95376
C  -3.84626  -0.40742  3.00893
C  -2.15670  0.34189  1.32654
C  -1.66135  1.19995  0.29474
C  -2.46462  2.33435  -0.03914
N  -0.49653  0.86507  -0.29445
C  0.10939  1.59025  -1.44195
C  -0.81986  1.57811  -2.67674
C  -0.11821  2.24812  -3.86337
C  0.26096  3.68739  -3.48731
C  1.22719  3.67850  -2.29439
C  2.48653  2.89059  -2.66383
C  2.09386  1.45678  -3.02939
C  1.14218  1.46142  -4.22802
C  1.38524  0.82485  -1.82591
C  0.54296  3.02945  -1.08337
H  -5.39469  3.83683  0.81806
H  -4.77646  3.73820  -0.83043
H  -3.92188  4.69916  0.37224
H  -5.05047  1.87084  2.07748
H  -4.80552  -0.09404  3.41866
H  -3.13187  -0.47538  3.83180
H  -3.96674  -1.40895  2.59123
H  -1.56499  -0.51709  1.61298
H  -2.15462  3.02885  -0.79867
H  -1.75057  2.09952  -2.46944
H  -1.08013  0.54147  -2.91727
H  -0.80479  2.25462  -4.71120
H  -0.63699  4.26592  -3.24497
H  0.73700  4.17713  -4.34101
H  1.49843  4.70152  -2.02985
H  3.18783  2.88577  -1.82306
H  2.99404  3.36590  -3.50751
H  2.98684  0.87483  -3.26324
H  0.87842  0.43513  -4.50412
H  1.63212  1.91504  -5.09348
H  2.07470  0.82695  -0.97232
H  1.11234  -0.21638  -2.07041
H  -0.30949  3.63382  -0.78496
H  1.22645  2.99488  -0.22769
C  3.38997  -3.81328  -0.35784
C  4.29216  -3.18803  0.71314
C  3.56245  -1.89856  1.08445
O  2.65572  -1.62422  -0.02436
C  2.87871  -2.59325  -1.08719
H  2.55315  -4.34813  0.09539
H  3.92350  -4.49309  -1.01996
H  5.27551  -2.96547  0.29803
H  4.42788  -3.83120  1.58073
H  4.22822  -1.04762  1.20236
H  2.95566  -2.00620  1.98172
H  3.62321  -2.19015  -1.77513
H  1.93700  -2.74239  -1.60877

Formally, the Mulliken partial charges of the atoms, in units of the elementary charge, are as follows: Ir 0.85; F -0.22; C 0.68; F -0.30; F -0.23; C -0.17; C -0.28; C -0.91; C -0.59; N -0.15; C 0.89; S -0.48; H 0.54; H 0.46; H 0.55; C -1.73; C -0.53; C -0.66; C -0.30; C -1.43; C -0.29; C 1.71; C 0.03; N -0.91; C 2.47; C -1.18; C 0.37; C -1.17; C 0.33; C -1.53; C 0.25; C -1.52; C -3.52; C -1.05; H 0.40; H 0.36; H 0.36; H 0.32; H 0.40; H 0.32; H 0.32; H 0.52; H 0.81; H 0.51; H 0.34; H 0.30; H 0.51; H 0.51; H 0.31; H 0.44; H 0.53; H 0.28; H 0.44; H 0.53; H 0.82; H 0.73; H 0.44; H 0.37; C -0.55; C -0.68; C -0.19; O -0.33; C -0.43; H 0.19; H 0.41; H 0.30; H 0.35; H 0.30; H 0.01; H 0.32; H 0.39

No. 3
ORCA calculation (the ωB97M-V functional and the def2-TZVPD basis) on a structure of composition C23H52O3P4SeSm in a non-equilibrium geometry.

Output
**Total charge**: +3
**Calculated total energy**: -151216.4138 eV
**Spin multiplicity**: 6
**LUMO level (spin up / spin down)**: -11.544 / -11.578 eV
**<S²>**: 8.78

CARTESIAN COORDINATES (ANGSTROEM)
Sm  -0.01721  -0.18281  -0.55587
P  2.06862  -1.84019  -1.66975
P  0.99102  2.15150  -1.99685
P  -1.41710  -2.49656  0.51032
H  -3.97341  3.26370  -0.48264
C  -4.15348  2.49742  0.28641
C  -3.61015  2.60882  1.51753
H  -2.97727  3.46392  1.78784
C  1.83035  -2.71576  -3.26017
C  3.65253  -0.97124  -1.98881
C  2.62399  -3.21059  -0.58926
C  -0.15767  3.58325  -1.79177
C  2.61886  2.91232  -1.64802
C  1.03603  2.02668  -3.82778
C  -2.95992  -1.98326  1.36457
C  -0.79140  -3.77193  1.65131
C  -2.09810  -3.52004  -0.84363
H  -4.77810  1.64836  0.00577
H  -3.79315  1.86432  2.29878
H  2.79806  -3.05117  -3.65908
H  1.35622  -2.03158  -3.97684
H  1.17090  -3.57911  -3.11330
H  4.37199  -1.67545  -2.42588
H  4.05310  -0.57555  -1.04745
H  3.48887  -0.13186  -2.67787
H  3.57274  -3.61411  -0.96523
H  1.86469  -4.00378  -0.57960
H  2.75744  -2.83707  0.43539
H  -0.20811  4.14403  -2.73401
H  0.19196  4.24862  -0.99323
H  -1.16523  3.22322  -1.53996
H  2.80977  3.73198  -2.35423
H  3.40600  2.15213  -1.75490
H  2.64763  3.29853  -0.62041
H  1.19487  3.02786  -4.25462
H  0.08633  1.60922  -4.18980
H  1.85066  1.35773  -4.13490
H  -3.67678  -2.81542  1.34975
H  -3.39492  -1.11294  0.85912
H  -2.72765  -1.70589  2.40164
H  -1.57825  -4.51488  1.84028
H  -0.48378  -3.30675  2.59733
H  0.08313  -4.26433  1.20843
H  -2.89113  -4.16502  -0.44031
H  -1.30208  -4.14483  -1.27087
H  -2.50281  -2.87823  -1.63925
C  -3.30736  -0.08050  -3.40856
C  -4.33378  0.85801  -3.20287
C  -5.49413  0.80367  -3.97703
C  -5.65528  -0.19743  -4.94793
C  -4.65428  -1.16565  -5.11493
C  -3.49669  -1.12450  -4.33654
Se  -1.59586  0.07935  -2.55067
H  -1.85787  0.07713  -0.49981
H  -4.19873  1.64220  -2.45653
H  -6.27664  1.54390  -3.83319
H  -6.54998  -0.22752  -5.56587
H  -4.77108  -1.95328  -5.85590
H  -2.70897  -1.86881  -4.46575
C  -0.55999  0.21317  5.79158
C  -0.39429  0.42972  4.30951
O  0.69644  -0.45099  3.86670
P  0.99027  -0.82487  2.31951
O  2.59655  -1.13726  2.28763
C  3.67501  -0.66212  3.18311
C  3.53816  -1.13438  4.60327
O  0.91191  0.73489  1.54590
C  1.67279  1.99226  2.02731
C  0.72073  3.14298  1.90236
H  -0.91126  -0.80394  6.00624
H  -1.30736  0.91468  6.17513
H  0.37795  0.38384  6.33139
H  -1.31847  0.18170  3.76100
H  -0.11340  1.47101  4.09396
H  4.58129  -1.06698  2.72618
H  3.71218  0.42751  3.11472
H  3.28304  -2.19871  4.65156
H  4.50056  -0.99278  5.10364
H  2.79417  -0.55076  5.14842
H  2.54979  2.05564  1.37563
H  1.98176  1.79288  3.05770
H  -0.17801  2.96229  2.49885
H  1.20590  4.04579  2.28544
H  0.42447  3.32576  0.86476

Formally, the Mulliken partial charges of the atoms, in units of the elementary charge, are as follows: Sm -0.15; P 1.00; P 0.86; P 0.97; H 0.27; C -0.60; C -0.51; H 0.26; C -1.29; C -1.26; C -0.87; C -1.39; C -1.26; C -1.36; C -1.16; C -1.26; C -1.01; H 0.34; H 0.30; H 0.43; H 0.36; H 0.36; H 0.53; H 0.33; H 0.28; H 0.48; H 0.30; H 0.08; H 0.48; H 0.50; H 0.26; H 0.44; H 0.31; H 0.36; H 0.47; H 0.45; H 0.32; H 0.48; H 0.23; H 0.31; H 0.44; H 0.40; H 0.31; H 0.48; H 0.34; H 0.15; C 0.44; C -0.11; C -0.73; C -0.45; C -0.81; C -0.18; Se 0.42; H 0.09; H 0.35; H 0.45; H 0.43; H 0.41; H 0.46; C -1.46; C 0.35; O -0.07; P 0.20; O -0.45; C -0.12; C -1.07; O 0.30; C -0.45; C -0.85; H 0.36; H 0.42; H 0.32; H 0.13; H -0.03; H 0.37; H 0.18; H 0.29; H 0.45; H 0.18; H 0.32; H 0.56; H 0.24; H 0.49; H -0.20

No. 4
ORCA calculation (the ωB97M-V functional and the def2-TZVPD basis) on an isolated molecule of CHNOS in a non-equilibrium geometry.

Output
**Relative energy (zero: lowest compared OMol25 entry of this formula, charge and spin)**: 118.0 kJ/mol
**Calculated total energy**: -15423.0181 eV
**LUMO level**: -0.021 eV

CARTESIAN COORDINATES (ANGSTROEM)
C  0.25050  -0.46470  -0.43858
N  1.47741  -0.73641  -0.87834
O  0.04325  -0.34105  -3.21215
S  0.13441  -1.24535  -2.09255
H  -0.17815  -0.10893  0.53787

Formally, the Mulliken partial charges of the atoms, in units of the elementary charge, are as follows: C 0.05; N -0.32; O -0.47; S 0.42; H 0.33